A structure of composition C28H56B2InN8O24S6, computed with ωB97M-V/def2-TZVPD.

Results
**Total charge**: +1
**Maximum force**: 0.1206 Eh/bohr
**Gap between HOMO and LUMO**: 0.88 eV
**HOMO level**: -8.04 eV

CARTESIAN COORDINATES (ANGSTROEM)
In: -1.032 -0.449 -1.912
B: -0.911 -1.435 -4.298
H: 4.680 -0.643 -3.897
H: -0.810 2.246 -5.759
H: 2.855 -3.375 -1.984
H: -7.548 3.766 -10.170
B: 1.811 -0.332 -2.592
H: -3.781 -2.860 -11.655
H: -1.569 -7.377 10.775
H: 3.669 -7.810 -10.174
H: 3.294 6.888 9.031
C: 2.324 -8.866 4.301
C: 1.231 -8.242 3.613
N: 0.433 -7.579 3.087
H: 2.384 -9.939 4.184
H: 2.238 -8.526 5.353
H: 3.223 -8.393 3.926
C: 1.067 -8.092 -2.067
C: 1.962 -7.625 -1.014
N: 2.820 -7.427 -0.269
H: 1.810 -8.306 -2.887
H: 0.300 -7.422 -2.419
H: 0.582 -8.986 -1.705
C: -4.088 5.766 -12.998
C: -3.245 4.587 -12.684
N: -2.665 3.618 -12.601
H: -4.310 6.320 -12.090
H: -4.999 5.507 -13.466
H: -3.488 6.375 -13.661
C: -0.850 -5.459 1.096
C: -0.821 -4.193 0.345
N: -1.099 -3.218 -0.220
H: -0.653 -5.333 2.148
H: -0.134 -6.184 0.789
H: -1.867 -5.833 0.967
C: 1.720 3.728 -5.655
C: 1.270 2.901 -4.470
N: 0.616 2.327 -3.695
H: 0.726 3.946 -6.138
H: 2.338 3.113 -6.305
H: 2.294 4.579 -5.270
C: -2.844 4.726 -5.385
C: -2.865 4.114 -4.080
N: -2.772 3.514 -3.090
H: -3.732 4.456 -5.935
H: -1.910 4.359 -5.867
H: -2.767 5.845 -5.278
C: -2.495 1.886 -9.807
C: -2.039 2.487 -8.578
N: -1.574 2.823 -7.518
H: -2.930 2.637 -10.441
H: -3.190 1.125 -9.516
H: -1.682 1.406 -10.357
C: -5.420 -0.903 0.268
C: -4.401 -0.938 -0.723
N: -3.548 -0.914 -1.519
H: -6.140 -0.210 -0.090
H: -4.924 -0.495 1.120
H: -5.785 -1.881 0.525
C: 3.014 -2.155 1.746
C: 3.517 -2.159 0.344
O: 3.068 -0.785 -0.141
S: 2.826 0.161 1.045
O: 1.624 0.840 0.737
O: 3.999 0.862 1.491
O: 2.455 -0.919 2.101
H: 3.882 -2.265 2.406
H: 2.397 -2.969 1.945
H: 2.980 -2.940 -0.204
H: 4.581 -2.090 0.284
C: 4.081 3.603 4.939
C: 4.798 2.647 4.037
O: 4.642 1.343 4.632
S: 3.117 1.366 5.101
O: 2.988 0.495 6.234
O: 2.221 1.081 4.039
O: 2.941 2.936 5.511
H: 3.671 4.441 4.369
H: 4.663 4.149 5.760
H: 5.828 2.885 3.975
H: 4.343 2.636 3.073
C: 1.935 -2.371 7.499
C: 0.481 -3.158 7.759
O: 0.243 -3.659 6.453
S: 1.568 -3.987 5.743
O: 1.372 -4.035 4.346
O: 2.255 -5.042 6.434
O: 2.305 -2.646 6.104
H: 2.692 -2.744 8.180
H: 1.807 -1.297 7.598
H: -0.145 -2.329 7.946
H: 0.437 -3.885 8.491
C: -0.214 -0.783 4.736
C: -1.071 -1.774 4.020
O: -2.097 -2.125 5.030
S: -2.354 -0.705 5.830
O: -2.465 -1.021 7.212
O: -3.354 0.072 5.118
O: -0.994 0.068 5.487
H: 0.385 -0.238 4.036
H: 0.366 -1.319 5.493
H: -0.501 -2.693 3.820
H: -1.583 -1.452 3.120
C: 0.530 4.857 -0.728
C: 0.177 6.182 -0.059
O: 0.695 6.080 1.294
S: 1.283 4.620 1.601
O: 0.442 3.969 2.620
O: 2.696 4.735 1.789
O: 0.905 3.893 0.304
H: 1.287 4.728 -1.484
H: -0.339 4.458 -1.215
H: -0.862 6.174 0.048
H: 0.520 7.110 -0.555
C: -2.520 3.962 1.450
C: -2.040 2.626 2.039
O: -2.803 1.636 1.308
S: -2.814 2.122 -0.201
O: -4.075 1.963 -0.816
O: -1.668 1.630 -0.935
O: -2.412 3.657 0.044
H: -1.727 4.678 1.698
H: -3.550 4.281 1.634
H: -2.237 2.345 3.119
H: -0.952 2.456 1.872